{"formula": "C21H44FN3O6PS3", "method": "wB97M-V/def2-TZVPD", "species": ["C", "C", "F", "C", "S", "O", "O", "N", "S", "O", "O", "P", "S", "H", "H", "H", "H", "H", "H", "H", "H", "C", "C", "C", "C", "C", "C", "N", "O", "C", "C", "C", "H", "H", "H", "H", "H", "H", "H", "H", "H", "H", "H", "H", "H", "H", "H", "H", "H", "H", "C", "C", "C", "C", "C", "C", "N", "O", "C", "C", "C", "H", "H", "H", "H", "H", "H", "H", "H", "H", "H", "H", "H", "H", "H", "H", "H", "H", "H"], "coordinates": [[-1.17, 3.70, -3.25], [-0.98, 3.62, -4.74], [-0.51, 2.32, -5.03], [-2.26, 3.82, -5.54], [-2.24, 5.17, -6.72], [-3.63, 5.40, -7.03], [-1.49, 6.23, -6.10], [-1.56, 4.64, -8.06], [-0.08, 4.16, -8.20], [0.35, 4.29, -9.57], [0.81, 4.55, -7.14], [-0.19, 1.96, -8.07], [1.42, 0.95, -7.68], [-0.21, 3.68, -2.74], [-1.70, 4.62, -2.98], [-1.76, 2.84, -2.91], [-0.21, 4.30, -5.09], [-3.11, 4.07, -4.90], [-2.51, 2.90, -6.07], [-0.76, 1.74, -9.33], [-1.29, 1.72, -7.23], [-3.31, 0.17, 2.77], [-3.43, 1.11, 1.57], [-3.98, 0.38, 0.33], [-2.98, -0.61, -0.26], [-1.65, 0.06, -0.59], [-1.04, 0.83, 0.60], [-2.11, 1.71, 1.18], [-2.19, 2.87, 0.65], [-0.46, -0.14, 1.64], [0.09, 1.72, 0.11], [-4.37, 2.25, 1.96], [-4.31, 0.02, 3.19], [-2.92, -0.81, 2.52], [-2.68, 0.61, 3.54], [-4.23, 1.13, -0.42], [-4.91, -0.13, 0.61], [-2.82, -1.46, 0.41], [-3.39, -1.03, -1.18], [-0.92, -0.67, -0.93], [-1.79, 0.77, -1.41], [-0.21, 0.39, 2.56], [0.45, -0.58, 1.24], [-1.12, -0.96, 1.89], [-0.23, 2.37, -0.70], [0.91, 1.09, -0.25], [0.47, 2.36, 0.91], [-3.96, 2.80, 2.81], [-5.33, 1.82, 2.25], [-4.52, 2.94, 1.14], [4.58, -1.83, 3.44], [3.15, -2.11, 3.90], [3.11, -2.90, 5.22], [3.58, -4.34, 5.07], [2.79, -5.08, 4.00], [2.77, -4.36, 2.64], [2.38, -2.93, 2.88], [1.12, -2.71, 2.88], [4.13, -4.47, 1.93], [1.72, -4.98, 1.72], [2.43, -0.77, 4.05], [4.96, -1.00, 4.04], [5.26, -2.67, 3.59], [4.61, -1.54, 2.40], [2.08, -2.89, 5.58], [3.72, -2.36, 5.95], [4.65, -4.38, 4.85], [3.45, -4.86, 6.02], [3.20, -6.08, 3.84], [1.75, -5.20, 4.33], [4.17, -3.80, 1.08], [4.24, -5.49, 1.57], [4.97, -4.26, 2.58], [0.74, -5.00, 2.20], [2.03, -5.99, 1.48], [1.63, -4.41, 0.80], [2.41, -0.24, 3.10], [2.98, -0.17, 4.78], [1.41, -0.90, 4.39]], "total_charge": -1, "multiplicity": 3, "orbital_gap_ev": [7.245, 7.174], "s_squared": 2.008, "energy_ev": -83756.664}